# 1
7
Properties=species:S:1:pos:R:3:forces:R:3:mulliken_charge:R:1 method="wB97M-V/def2-TZVPD" homo_ev=-10.73 lumo_energy_ha=-0.003 relative_energy_ev=2.014 e_tot_ha=-2639.311063
B -0.291 -0.837 0.045 -1.048 -0.876 -3.891 0.0205
C 0.167 0.596 0.039 1.087 2.522 -2.524 -0.2754
Br 2.124 0.010 -0.009 -0.914 -0.003 -0.039 -0.1518
H -0.738 -1.431 -1.042 0.960 0.899 1.921 -0.0550
H -0.315 -1.246 1.069 -0.161 -1.556 2.152 -0.0634
H 0.088 1.110 0.965 -0.039 0.560 0.662 0.2631
H 0.062 1.328 -0.865 0.114 -1.546 1.718 0.2621

=====

# 2
74
Properties=species:S:1:pos:R:3:forces:R:3:mulliken_charge:R:1 method="wB97M-V/def2-TZVPD" homo_ev=-12.13 total_charge=+1 lumo_energy_ha=-0.189 e_tot_ha=-3940.670588
Li 20.930 -2.991 -2.297 0.173 -0.662 0.611 0.8057
Li 26.237 -5.717 -1.511 -0.248 0.145 0.908 0.9198
Li 23.316 -2.177 -3.329 2.064 -0.298 0.266 0.6790
Li 23.064 -4.725 1.846 0.058 -0.385 0.487 1.0523
N 26.847 -4.661 -2.979 -2.637 1.730 -2.049 -0.5480
S 27.071 -3.101 -2.752 2.709 1.765 2.038 0.9520
O 25.966 -2.368 -2.227 -0.489 -0.413 0.217 -0.0753
O 27.838 -2.506 -3.783 -0.167 0.169 -0.492 -0.6349
F 28.043 -3.223 -1.525 -0.041 -0.253 -0.060 -0.2779
S 25.708 -4.496 -4.263 0.176 -4.504 1.134 0.9673
O 26.326 -4.562 -5.511 0.630 0.687 -1.291 -0.4901
O 24.471 -3.796 -4.121 -0.088 0.973 0.406 -0.5464
F 25.221 -6.006 -3.996 -0.226 0.058 -0.088 -0.3056
N 24.733 -3.810 2.248 2.901 -0.323 -0.599 -0.1195
S 25.409 -2.505 2.893 -1.800 2.701 0.541 0.9515
O 26.431 -1.943 2.089 0.655 -0.234 -0.349 -0.5212
O 25.499 -2.535 4.300 0.169 -0.307 0.331 -0.5587
F 24.179 -1.512 2.617 -0.100 -0.374 0.032 -0.2795
S 26.081 -4.727 1.962 -1.567 -3.362 0.438 0.5697
O 27.155 -4.717 2.875 0.117 1.073 0.316 -0.5121
O 26.389 -5.008 0.597 -0.183 0.593 -1.165 -0.5343
F 25.299 -6.078 2.368 0.056 -0.019 -0.331 -0.3270
N 23.167 -4.632 -1.099 0.092 0.489 0.119 0.3255
O 22.579 -4.951 -0.064 -0.227 0.023 0.068 -0.5238
O 24.296 -4.962 -1.349 0.255 -0.402 -0.210 0.1566
O 22.550 -3.883 -1.936 -1.027 0.732 -0.583 -0.4078
C 23.508 -1.181 -0.322 0.519 0.415 -0.505 -0.6063
O 23.601 -0.939 -1.741 -0.744 0.229 0.256 -0.2507
C 24.522 0.107 -2.053 1.027 -0.470 0.130 -0.6347
C 24.459 0.300 -3.530 0.128 0.945 -0.378 -0.6276
O 24.749 -0.908 -4.223 -0.449 0.221 0.374 0.1739
C 24.689 -0.687 -5.616 -1.432 -0.384 -0.944 -0.9981
H 23.186 -0.273 0.191 -0.324 -0.091 -0.033 0.4861
H 24.498 -1.412 0.075 -0.074 -0.389 -0.067 0.3542
H 22.801 -1.998 -0.220 0.056 -0.043 0.411 -0.1327
H 25.525 -0.210 -1.748 -0.097 -0.224 -0.191 0.2320
H 24.387 1.040 -1.497 -0.789 -0.039 -0.149 0.4857
H 25.168 1.078 -3.835 0.100 -0.076 0.102 0.4281
H 23.471 0.690 -3.828 -0.053 -0.207 0.011 0.3654
H 25.008 -1.574 -6.158 0.660 0.071 0.256 0.2687
H 25.167 0.232 -5.948 0.460 -0.150 0.166 0.3117
H 23.631 -0.600 -5.930 0.072 0.282 0.151 0.3410
C 21.491 -8.293 -5.370 -0.657 0.003 -0.786 -0.7307
O 21.248 -8.457 -4.003 0.247 0.075 0.363 -0.4098
C 22.202 -7.773 -3.219 -0.220 -0.672 -0.126 -0.1897
C 21.880 -7.981 -1.746 0.361 1.376 -0.492 0.0940
O 21.889 -9.302 -1.329 -0.140 -0.259 0.510 -0.4115
C 23.181 -9.842 -1.136 0.105 0.132 -0.687 -0.5814
H 20.704 -8.798 -5.932 -0.093 -0.066 0.243 0.2919
H 22.426 -8.737 -5.726 0.246 0.244 0.291 0.3028
H 21.410 -7.231 -5.638 0.380 0.000 -0.096 0.2702
H 22.218 -6.701 -3.481 -0.035 0.001 0.186 0.1652
H 23.210 -8.162 -3.427 -0.028 0.060 -0.080 0.2364
H 20.921 -7.519 -1.501 -0.232 -0.424 -0.120 0.3165
H 22.614 -7.323 -1.238 0.118 -0.521 0.370 -0.0896
H 23.758 -9.197 -0.464 0.109 -0.168 0.060 0.1675
H 23.700 -9.938 -2.098 0.139 0.150 0.109 0.2746
H 23.102 -10.855 -0.753 -0.234 0.104 0.286 0.2886
C 22.520 -7.789 2.626 -1.173 -0.147 0.229 -0.8161
O 22.580 -6.438 3.059 0.436 0.643 -0.854 -0.0655
C 21.704 -6.092 4.093 -0.381 -0.600 1.287 -0.5958
C 21.642 -4.577 4.274 0.191 -0.440 -0.229 -0.6161
O 21.697 -3.893 3.021 -0.356 -0.576 -0.029 -0.3282
C 20.598 -4.263 2.181 0.684 0.919 -0.648 -0.6962
H 22.860 -7.858 1.597 0.345 0.075 0.086 0.1080
H 21.461 -8.082 2.630 0.108 -0.148 -0.106 0.4213
H 23.038 -8.481 3.291 0.308 0.190 -0.029 0.3002
H 22.054 -6.522 5.042 0.107 0.108 -0.011 0.3779
H 20.710 -6.548 3.985 0.024 0.155 -0.566 0.4836
H 22.504 -4.270 4.861 -0.042 0.367 -0.104 0.3504
H 20.705 -4.317 4.769 0.123 0.040 0.255 0.3886
H 20.646 -5.307 1.864 -0.244 -0.116 0.326 0.3186
H 20.811 -3.669 1.289 -0.499 -0.003 -0.112 0.0073
H 19.633 -3.969 2.591 -0.013 -0.191 0.189 0.4530

=====

# 3
19
Properties=species:S:1:pos:R:3:forces:R:3:mulliken_spin:R:1 method="wB97M-V/def2-TZVPD" s_squared=0.76 homo_ev="-17.17 / -20.23" multiplicity=2 total_charge=+2 lumo_energy_ha="-0.295 / -0.366" relative_energy_ev=0.171 e_tot_ha=-323.211424
C 0.754 -1.447 0.627 -0.281 1.177 -0.017 0.0304
C 0.863 -0.672 -0.696 -0.009 -0.130 -1.372 0.0084
C 0.019 0.561 -0.796 -1.171 0.344 0.515 0.4364
C 0.555 1.830 -0.457 1.569 -1.053 0.155 0.1258
N 0.091 2.704 0.383 -0.535 -0.017 1.004 0.2172
N -1.356 0.391 -0.907 -0.380 0.919 0.071 0.1353
N -0.687 -1.883 0.863 0.652 0.475 0.673 0.0008
H 0.995 -0.776 1.450 0.094 -0.199 0.157 -0.0030
H 1.426 -2.297 0.646 -0.099 -0.178 -0.039 0.0063
H 1.895 -0.400 -0.925 0.113 -0.306 0.264 0.0029
H 0.534 -1.353 -1.482 0.143 -0.108 -0.291 0.0263
H 1.559 1.989 -0.843 0.114 0.224 0.190 0.0254
H -0.688 2.457 0.986 -0.290 0.211 -0.288 -0.0080
H 0.699 3.380 0.838 0.038 0.377 -0.692 -0.0132
H -1.706 0.113 -1.827 0.276 -0.797 0.124 0.0187
H -1.893 1.243 -0.722 0.176 -0.120 0.063 -0.0097
H -0.891 -2.816 0.502 -0.190 0.068 -0.110 -0.0004
H -0.852 -1.866 1.872 -0.085 -0.496 0.026 -0.0003
H -1.318 -1.157 0.488 -0.135 -0.391 -0.434 0.0007

=====

# 4
16
Properties=species:S:1:pos:R:3:forces:R:3:mulliken_charge:R:1 method="wB97M-V/def2-TZVPD" homo_ev="-9.94 / -8.13" lumo_energy_ha="-0.024 / -0.015" relative_energy_ev=3.562 e_tot_ha=-645.709510
C -1.473 -0.626 -1.315 0.207 -0.405 0.430 -0.7753
C -0.645 -0.523 -0.275 -0.405 0.876 -1.137 0.6514
C -1.007 -0.956 1.057 0.665 -1.173 1.487 -1.1936
N 0.541 2.327 1.425 0.155 -1.293 -0.458 -0.5940
N 1.544 0.180 -1.737 -0.526 -0.398 0.481 -0.4953
O 1.962 -0.802 0.666 0.925 -0.459 0.491 -0.5402
P 1.129 0.068 -0.152 -2.900 1.111 -0.030 0.5798
H -1.268 -0.267 -2.295 0.374 0.115 -0.681 0.2495
H -2.411 -1.193 -1.213 0.325 0.585 0.150 0.2495
H -0.889 -0.135 1.771 -0.204 -0.294 0.097 0.1865
H -1.892 -1.562 1.238 -0.483 0.535 -0.460 0.3703
H -0.200 -1.657 1.227 0.307 -0.311 1.094 0.3547
H -0.313 1.997 1.973 1.760 0.101 -0.589 0.2258
H 1.437 2.032 1.886 -1.357 0.149 0.042 0.2486
H 1.009 0.762 -2.322 -1.155 0.729 -0.650 0.2370
H 2.476 0.354 -1.934 2.312 0.132 -0.267 0.2455